{
  "formula": "C14H25N4OPTc",
  "method": "ωB97M-V with the def2-TZVPD basis set",
  "elements": ["C", "C", "N", "C", "C", "C", "C", "C", "P", "H", "H", "H", "C", "C", "H", "H", "H", "C", "C", "H", "H", "H", "H", "H", "H", "H", "H", "H", "H", "H", "H", "Tc", "H", "O", "H", "H", "N", "N", "C", "C", "N", "C", "H", "H", "H", "H"],
  "xyz": [[-1.97534, -2.39893, -0.13858], [-2.71422, -1.12532, -0.44286], [-1.94882, -0.00714, -0.48999], [-2.43472, 1.12639, -1.07071], [-3.79098, 1.17302, -1.42492], [-4.61142, 0.04993, -1.30230], [-4.06236, -1.13085, -0.80010], [-1.45467, 2.04331, -1.82692], [0.09906, 2.03253, -0.68852], [-4.49399, -2.12192, -0.79992], [-4.11871, 2.10505, -1.85476], [-5.65606, 0.03236, -1.58523], [-1.20874, -1.86296, 2.12243], [0.20640, -3.15234, 0.68463], [-1.86837, 3.06784, -2.05427], [-1.54305, -2.92474, -1.02244], [-2.63897, -3.10407, 0.40047], [0.13165, 3.47737, 0.47226], [1.18296, 2.66506, -2.04665], [1.10233, 3.71928, 0.93381], [-0.22775, 4.31752, -0.13987], [-0.56949, 3.25085, 1.28688], [2.18466, 2.33611, -1.76449], [0.93991, 2.22248, -3.01841], [1.12163, 3.76189, -2.07521], [-0.33261, -4.08982, 0.84590], [0.65027, -3.14872, -0.30625], [0.99709, -3.01425, 1.43268], [-1.76904, -2.75684, 2.45348], [-0.33955, -1.69462, 2.77691], [-1.86828, -0.99346, 2.16862], [0.19217, -0.13217, -0.16847], [-0.08503, 0.73446, 1.26087], [0.73446, -0.99669, -2.25312], [-1.19064, 1.65214, -2.77215], [-0.13612, -1.19780, -2.68809], [-0.76228, -2.04889, 0.71902], [3.94891, -0.57137, 1.77030], [4.29312, 0.55147, 1.04035], [3.17922, 0.90644, 0.39575], [2.12777, -0.01463, 0.72229], [2.65157, -0.87695, 1.57778], [4.57518, -1.04542, 2.35866], [5.31503, 0.93588, 1.06984], [3.00848, 1.77050, -0.27772], [2.27296, -1.68049, 2.16995]],
  "forces_ev_per_a": [[1.03, -0.06, 0.81], [-0.33, -0.02, -0.20], [1.27, 0.35, -1.37], [-1.54, -0.58, -2.05], [0.61, 0.07, 0.43], [-0.02, -0.28, 0.66], [1.69, 0.09, -0.17], [-0.89, 0.88, 3.93], [-0.33, 4.98, -2.94], [-0.75, 0.28, 0.02], [-0.42, -0.04, -0.19], [0.02, 0.34, -0.21], [-0.23, 0.27, 0.29], [0.14, -0.26, -0.37], [0.49, -0.87, 0.68], [-0.71, 0.51, 0.26], [0.48, 0.19, -0.24], [-0.83, -0.75, 0.19], [0.85, -0.85, 0.53], [-0.14, -0.38, -0.50], [0.11, -0.14, 0.34], [0.06, 0.36, -0.16], [0.15, 0.53, -0.61], [0.03, 0.10, 0.28], [-0.01, -0.35, 0.06], [0.33, -0.11, 0.12], [0.24, -0.39, -0.15], [-0.49, -0.19, -0.22], [0.34, 0.32, -0.03], [-0.37, -0.09, -0.22], [0.01, -0.13, 0.17], [-0.50, -2.47, 2.96], [0.03, -0.55, -1.13], [-1.15, 0.07, 0.62], [0.43, -0.89, -0.89], [0.80, -0.03, -0.33], [-0.37, 0.40, -0.05], [-1.23, 0.93, -1.03], [0.64, -0.72, 0.63], [-1.60, 0.61, -0.99], [0.09, 0.55, -0.94], [2.28, 0.43, 0.56], [0.83, -0.86, 0.98], [-0.57, 0.02, -0.12], [0.28, -1.05, 0.78], [-0.77, -0.23, -0.19]],
  "molar_mass_g_mol": 394.355,
  "multiplicity": 5,
  "charge": 3,
  "e_lumo_ha": [-0.3719, -0.5322],
  "energy_ev": -34387.665
}